# C38H26BrN6O7STc

C38H26BrN6O7STc as an isolated structure (wB97M-V/def2-TZVPD, the OMol25 dataset).

Calculated values
strongest force on any atom	0.67	eV Å⁻¹
lowest unoccupied orbital energy (alpha / beta)	-4.18 / -5.08	eV
2S+1	4
total charge	+1
total energy	-5371.7760	Eh

Last column: Mulliken charge in e.
Element x y z (Å)
Tc -1.1298 -0.6553 1.0999  0.39
Br 2.0447 2.7533 -6.7495  -0.15
C 3.0167 1.9919 -5.3387  0.09
C 2.6038 0.7749 -4.7901  -0.20
C 3.3127 0.2364 -3.7318  -0.36
C 4.4407 0.9121 -3.2484  -0.08
C 4.8676 2.0957 -3.8443  -0.13
C 4.1416 2.6490 -4.8730  -0.59
N 5.2711 0.4247 -2.2279  -0.65
N 4.9563 -0.4362 -1.4035  -0.08
C 3.8309 -0.7315 -0.7421  0.09
C 3.6836 -2.0956 -0.3517  -0.51
C 2.5056 -2.5897 0.1038  -1.13
C 1.4060 -1.7116 0.3039  1.22
O 0.2661 -2.1240 0.6416  -0.20
C 1.6234 -0.2672 0.1444  0.20
N 0.5961 0.5210 0.5426  0.75
C 0.7307 1.8316 0.4405  -0.55
C 1.8947 2.4250 -0.0572  -1.20
C 2.9319 1.6329 -0.4753  -0.59
C 2.8049 0.2373 -0.3886  0.41
H 1.7368 0.2657 -5.1908  0.54
H 3.0101 -0.7092 -3.2998  0.46
H 5.7637 2.5774 -3.4732  0.49
H 4.4513 3.5806 -5.3248  0.45
H 4.5335 -2.7489 -0.5091  0.51
H 2.3698 -3.6392 0.3254  0.54
H -0.1053 2.4361 0.7606  0.57
H 1.9571 3.5022 -0.1160  0.50
H 3.8413 2.0827 -0.8496  0.65
N -2.7304 0.7872 1.4504  -0.10
C -3.9389 0.0885 1.8770  0.28
C -5.0612 0.7286 2.3033  -0.48
C -6.2117 -0.0132 2.6602  -0.81
C -6.2176 -1.3743 2.5593  -0.91
C -5.0521 -2.0624 2.1440  0.28
C -4.9622 -3.4712 2.0441  -0.59
C -3.7771 -4.0577 1.7104  -1.10
C -2.6545 -3.2454 1.4770  -0.24
N -2.7142 -1.9319 1.5304  0.49
C -3.9027 -1.3213 1.8383  0.29
H -2.8747 1.2022 0.5266  0.45
H -2.5304 1.5553 2.0849  0.48
H -5.0815 1.8114 2.3581  0.50
H -7.0918 0.5113 3.0077  0.41
H -7.1042 -1.9430 2.8113  0.43
H -5.8425 -4.0714 2.2414  0.44
H -3.6775 -5.1314 1.6404  0.46
H -1.6808 -3.6688 1.2611  0.68
O -0.4484 1.7533 4.4722  -0.75
C 0.6853 1.2018 4.9696  0.66
C 1.4277 1.9752 5.8568  -0.70
C 2.6049 1.4840 6.3849  -0.27
C 3.0650 0.2130 6.0449  -0.79
C 2.3180 -0.5608 5.1828  -0.76
C 1.1220 -0.0892 4.6343  0.04
C 0.3833 -1.0008 3.7113  1.04
O 0.6724 -2.1603 3.5508  -0.64
O -0.5855 -0.3898 3.0018  -0.56
H -0.8084 1.0874 3.8561  0.35
H 1.0594 2.9599 6.1150  0.43
H 3.1725 2.0971 7.0745  0.39
H 3.9897 -0.1633 6.4600  0.42
H 2.6337 -1.5595 4.9110  0.47
O 0.0441 2.8847 -2.7701  -0.58
S -1.2693 2.3055 -2.8267  1.16
O -2.4000 3.1366 -3.1024  -0.73
N -1.5265 1.4303 -1.4528  -0.39
C -1.6216 0.1611 -1.7157  0.68
O -1.8171 -0.7213 -0.7982  -0.70
C -1.4837 -0.2232 -3.1418  0.14
C -1.5171 -1.4817 -3.7123  -0.34
C -1.3498 -1.5714 -5.0903  -0.75
C -1.1579 -0.4276 -5.8595  -0.57
C -1.1152 0.8348 -5.2750  -0.69
C -1.2697 0.9027 -3.9106  0.00
H -1.6761 -2.3580 -3.0976  0.58
H -1.3735 -2.5394 -5.5738  0.42
H -1.0445 -0.5193 -6.9327  0.44
H -0.9653 1.7234 -5.8693  0.62


# C38H26IrN2O2S4

C38H26IrN2O2S4 as an isolated structure (wB97M-V/def2-TZVPD, the OMol25 dataset).

Calculated values
strongest force on any atom	0.21	eV Å⁻¹
lowest unoccupied orbital energy	-4.82	eV
total charge	+1
total energy	-3420.4906	Eh

Last column: Mulliken charge in e.
Element x y z (Å)
Ir 3.3309 0.2271 1.2620  1.68
C -0.2316 -5.7032 -3.9331  -1.74
C 0.4422 -4.4966 -3.3459  0.79
C 0.9191 -4.5130 -2.0388  -0.63
C 1.5459 -3.4065 -1.4865  -0.15
C 1.6840 -2.2722 -2.2649  0.97
C 1.2473 -2.2300 -3.5827  -0.73
C 0.6218 -3.3432 -4.1111  -0.80
S 2.4681 -0.8171 -1.6245  0.30
O 2.9090 -1.2464 -0.2103  -0.64
C 1.1085 0.3320 -1.4564  1.51
C 1.2585 1.4828 -2.2624  -1.60
C 0.3190 2.4696 -2.2164  -0.99
C -0.8029 2.3526 -1.3644  0.99
C -1.7755 3.3815 -1.2879  -1.08
C -2.8551 3.2541 -0.4659  -0.72
C -3.0199 2.0892 0.3189  -0.97
C -2.1017 1.0834 0.2701  -0.90
C -0.9603 1.1904 -0.5681  0.69
C 0.0290 0.1666 -0.6183  -0.07
C -0.1917 -1.0785 0.1719  -0.17
C -1.0792 -2.0601 -0.3625  1.15
C -1.7108 -1.8899 -1.6225  -0.98
C -2.5455 -2.8496 -2.1141  -0.90
C -2.7999 -4.0289 -1.3786  -0.74
C -2.2072 -4.2210 -0.1661  -0.93
C -1.3310 -3.2456 0.3697  0.98
C -0.6900 -3.4434 1.6137  -1.19
C 0.1525 -2.5036 2.1259  -1.40
C 0.3778 -1.3124 1.3997  0.66
S 1.4323 -0.1360 2.2488  0.56
O 1.8422 -0.7847 3.4922  -0.66
C 0.4146 1.2598 2.5729  0.97
C -0.5255 1.0820 3.5816  -0.78
C -1.3613 2.1380 3.8977  -1.04
C -1.2696 3.3553 3.2244  0.84
C -2.1775 4.4999 3.5650  -1.46
C -0.3134 3.4978 2.2191  -1.27
C 0.5326 2.4573 1.8860  0.39
H -0.6399 -6.3452 -3.1538  0.38
H 0.4805 -6.2944 -4.5120  0.38
H -1.0397 -5.4148 -4.6050  0.40
H 0.7927 -5.4046 -1.4368  0.37
H 1.9081 -3.4184 -0.4673  0.53
H 1.3852 -1.3402 -4.1867  0.45
H 0.2659 -3.3194 -5.1336  0.42
H 2.1306 1.5790 -2.8974  0.53
H 0.4325 3.3601 -2.8215  0.46
H -1.6449 4.2665 -1.8980  0.47
H -3.5962 4.0410 -0.4174  0.48
H -3.8845 1.9982 0.9635  0.47
H -2.2355 0.1982 0.8784  0.55
H -1.5233 -0.9929 -2.1978  0.48
H -3.0196 -2.7082 -3.0766  0.47
H -3.4702 -4.7766 -1.7815  0.45
H -2.3960 -5.1207 0.4063  0.48
H -0.8803 -4.3558 2.1650  0.45
H 0.6404 -2.6464 3.0783  0.75
H -0.5874 0.1458 4.1223  0.54
H -2.0911 2.0174 4.6880  0.40
H -2.8699 4.2394 4.3628  0.39
H -2.7563 4.8013 2.6898  0.29
H -1.5981 5.3672 3.8839  0.36
H -0.2279 4.4390 1.6896  0.52
H 1.2588 2.5767 1.0933  0.28
S 3.5038 2.1146 0.0886  -0.58
C 3.9636 2.9717 1.5506  0.70
S 4.0612 1.7711 2.7993  -0.33
C 4.1283 4.3089 1.6301  0.75
C 3.9095 5.1125 0.4661  -0.08
N 3.6976 5.7585 -0.4609  -0.44
C 4.4686 4.9312 2.8713  -0.32
N 4.7477 5.4020 3.8813  -0.39


# C38H28MnN5O7PS2

C38H28MnN5O7PS2 as an isolated structure (wB97M-V/def2-TZVPD, the OMol25 dataset).

Calculated values
strongest force on any atom	0.09	eV Å⁻¹
lowest unoccupied orbital energy (alpha / beta)	3.87 / 3.87	eV
2S+1	2
total charge	-2
total energy	-4554.3132	Eh

Last column: Mulliken charge in e.
Element x y z (Å)
Mn 0.3657 -1.0800 -1.0371  0.18
N -1.9606 -1.8791 2.5492  -0.45
C -1.3666 -1.5828 1.3453  0.22
S 0.2606 -2.0883 1.1099  -0.66
N -2.1483 -0.9406 0.5010  -1.33
N -1.5082 -0.6332 -0.6619  1.38
C -2.1474 0.0697 -1.5410  0.98
C -3.5187 0.5980 -1.3475  -0.45
C -4.5987 -0.2530 -1.1292  -0.12
C -5.8710 0.2656 -0.9451  -0.74
C -6.0777 1.6395 -0.9687  -0.41
C -5.0034 2.4931 -1.1768  -0.93
C -3.7291 1.9751 -1.3673  -0.13
C -1.3668 0.3934 -2.7338  0.50
C -1.8723 1.0775 -3.8372  -0.96
C -1.0345 1.3386 -4.9036  -0.62
C 0.2848 0.9100 -4.8554  -0.92
C 0.7101 0.2203 -3.7351  -0.24
N -0.0914 -0.0334 -2.7044  0.59
H -1.3086 -2.0428 3.2984  0.27
H -2.7353 -1.2742 2.7761  0.32
H -4.4254 -1.3200 -1.0899  0.47
H -6.7045 -0.4053 -0.7751  0.38
H -7.0724 2.0425 -0.8190  0.38
H -5.1533 3.5661 -1.1835  0.40
H -2.8757 2.6298 -1.5072  0.47
H -2.9054 1.3941 -3.8463  0.53
H -1.4080 1.8712 -5.7697  0.41
H 0.9729 1.0936 -5.6685  0.42
H 1.7233 -0.1517 -3.6463  0.41
O 1.6590 2.9201 0.5088  -0.74
S 0.5936 2.0054 0.1548  1.04
O -0.4052 2.5225 -0.7615  -0.77
O 1.1286 0.6883 -0.2401  0.12
C -0.2655 1.7129 1.7015  -0.03
C -1.6322 1.9369 1.7397  -0.16
C -2.3406 1.7698 2.9203  -0.67
C -1.6709 1.3729 4.0655  -0.90
C -0.3012 1.1434 4.0248  -0.15
C 0.4292 1.3114 2.8499  0.43
P 2.2594 1.0321 2.7909  0.07
C 2.8731 2.6720 3.3506  -0.01
C 2.0662 3.7479 3.7056  0.10
C 2.6296 4.9525 4.1052  -0.75
C 4.0081 5.0981 4.1618  -0.42
C 4.8234 4.0339 3.8004  -0.64
C 4.2574 2.8373 3.3882  -0.30
C 2.4622 0.0798 4.3606  -0.46
C 2.2166 -1.2935 4.2785  0.06
C 2.3412 -2.1040 5.3965  -0.75
C 2.7353 -1.5611 6.6135  -0.39
C 2.9982 -0.2023 6.7021  -0.63
C 2.8581 0.6131 5.5849  -0.15
H -2.1318 2.2335 0.8288  0.49
H -3.4109 1.9379 2.9333  0.37
H -2.2083 1.2375 4.9975  0.34
H 0.2053 0.8320 4.9293  0.38
H 0.9892 3.6512 3.6557  0.34
H 1.9852 5.7834 4.3668  0.38
H 4.4455 6.0397 4.4717  0.35
H 5.9013 4.1405 3.8231  0.38
H 4.8975 2.0166 3.0824  0.41
H 1.9101 -1.7226 3.3298  0.40
H 2.1407 -3.1651 5.3108  0.42
H 2.8437 -2.1957 7.4851  0.35
H 3.3103 0.2303 7.6457  0.38
H 3.0567 1.6742 5.6725  0.27
O 5.9380 -4.1628 -3.8415  -0.73
C 6.0180 -3.1521 -3.1179  0.46
O 7.0194 -2.4845 -2.7842  -0.75
C 4.6705 -2.6370 -2.5474  0.25
C 4.6295 -1.5071 -1.7387  -0.91
C 3.4179 -1.0451 -1.2562  -0.52
N 2.2624 -1.6512 -1.5455  0.39
C 2.2875 -2.7546 -2.3094  0.81
C 3.4646 -3.2714 -2.8232  -0.85
C 0.9218 -3.3730 -2.5737  0.05
O 0.8372 -4.3968 -3.2407  -0.81
O -0.0566 -2.7162 -2.0599  -0.50
H 5.5580 -1.0040 -1.5060  0.48
H 3.3385 -0.1663 -0.6277  0.55
H 3.4422 -4.1578 -3.4402  0.59


Q: total energy of number 3 (C38H28MnN5O7PS2)?
A: -4554.3132 Eh


Q: The lowest total charge belongs to which entry?
A: C38H28MnN5O7PS2


Q: The highest total energy belongs to which entry?
A: C38H26IrN2O2S4